# 1
Below is a single C18H16N2O6S2 molecule in a non-equilibrium geometry, with properties calculated with wB97M-V/def2-TZVPD.

total energy = -2052.7549 hartree
E_HOMO = -0.317 Ha
lowest unoccupied orbital energy = -0.6122 eV
energy above the lowest of the compared OMol25 structures with the same formula, charge and spin = 45.93 kcal per mole

```
! wB97M-V def2-TZVPD RIJCOSX def2/J DEFGRID3
* xyz 0 1
O 0.976 5.483 0.730
C 0.017 4.687 0.876
C -0.799 5.052 2.048
C -1.461 4.155 2.789
C -1.319 2.707 2.580
O -2.526 2.243 1.881
C -0.160 2.469 1.600
C -0.008 3.358 0.347
C 1.147 2.751 -0.382
C 0.929 1.239 -0.130
S 2.524 0.780 0.777
S 2.124 -1.350 0.901
C 0.335 -1.225 0.565
C -0.438 -2.527 0.708
C -0.091 -3.269 -0.559
C -0.693 -4.644 -1.003
O -1.435 -5.198 -0.146
C -0.336 -5.022 -2.355
C 0.186 -4.130 -3.258
C 0.723 -2.760 -2.868
O 2.175 -3.029 -2.432
C -0.126 -2.218 -1.671
N 0.352 -1.091 -0.825
C 0.708 0.252 -1.237
O 0.737 0.609 -2.399
C -0.315 -0.134 1.369
O -0.837 -0.287 2.426
N -0.088 1.137 0.940
H -0.779 6.071 2.332
H -2.040 4.507 3.693
H -1.108 2.110 3.460
H -2.813 1.337 2.164
H 0.745 2.613 2.230
H -0.855 3.307 -0.325
H 2.076 3.119 -0.020
H 1.065 2.976 -1.482
H -0.210 -3.157 1.537
H -1.512 -2.191 0.784
H 0.910 -3.604 -0.280
H -0.417 -6.050 -2.620
H 0.367 -4.536 -4.258
H 0.645 -2.085 -3.743
H 2.830 -2.392 -2.850
H -1.205 -2.066 -1.895
*
```


# 2
Below is a single C18H16N4O3 molecule in a non-equilibrium geometry, with properties calculated with wB97M-V/def2-TZVPD.

total energy = -1140.3440 hartree
E_HOMO = -0.332 Ha
lowest unoccupied orbital energy = 0.0378 eV
energy above the lowest of the compared OMol25 structures with the same formula, charge and spin = 0.00 kcal per mole

```
! wB97M-V def2-TZVPD RIJCOSX def2/J DEFGRID3
* xyz 0 1
O -1.169 -2.971 -1.384
C -0.207 -2.897 -0.652
C 1.210 -3.231 -1.121
O 2.175 -2.351 -0.561
C 1.858 -1.052 -0.646
N 0.698 -0.726 -1.160
C 0.379 0.577 -1.209
N 1.104 1.563 -0.786
C 2.308 1.263 -0.244
C 3.135 2.295 0.237
C 4.355 1.995 0.782
C 4.801 0.668 0.870
C 4.022 -0.360 0.412
C 2.766 -0.078 -0.150
N -0.271 -2.621 0.684
C -1.269 -1.869 1.358
O -1.021 -1.436 2.460
N -2.418 -1.739 0.684
C -3.403 -0.751 1.086
C -3.091 0.580 0.447
C -2.169 1.433 1.042
C -1.823 2.625 0.429
C -2.393 2.972 -0.784
C -3.308 2.124 -1.384
C -3.652 0.931 -0.773
H 1.498 -4.234 -0.797
H 1.225 -3.171 -2.214
H -0.584 0.804 -1.644
H 2.777 3.309 0.161
H 4.989 2.787 1.152
H 5.769 0.462 1.304
H 4.348 -1.387 0.470
H 0.593 -2.663 1.214
H -2.424 -2.062 -0.280
H -4.389 -1.111 0.784
H -3.357 -0.671 2.175
H -1.721 1.154 1.983
H -1.103 3.280 0.896
H -2.120 3.901 -1.263
H -3.752 2.390 -2.332
H -4.364 0.268 -1.246
*
```


# 3
Below is a molecular structure, C18H17AsCl7NORhS2, with properties calculated with wB97M-V/def2-TZVPD.

total energy = -7189.9750 hartree
E_HOMO = -0.392 Ha
lowest unoccupied orbital energy = -4.2661 eV
energy above the lowest of the compared OMol25 structures with the same formula, charge and spin = 10.79 kcal per mole

```
! wB97M-V def2-TZVPD RIJCOSX def2/J DEFGRID3
* xyz 1 1
Rh 0.967 0.373 0.548
Cl 2.229 -1.012 -0.919
C 1.635 -0.317 -2.432
C 1.524 -1.152 -3.520
C 1.063 -0.602 -4.710
C 0.721 0.737 -4.771
C 0.844 1.546 -3.650
Cl 0.380 3.203 -3.766
C 1.317 1.044 -2.431
S 1.499 2.054 -1.014
H 1.787 -2.196 -3.445
H 0.958 -1.226 -5.584
H 0.341 1.167 -5.686
Cl -3.871 4.495 -1.975
C -2.953 3.121 -1.533
C -2.263 3.111 -0.318
Cl -2.316 4.442 0.756
C -1.514 1.997 -0.001
Cl -0.557 1.958 1.473
C -1.391 0.876 -0.839
O -0.647 -0.148 -0.500
C -2.112 0.900 -2.040
Cl -1.997 -0.456 -3.087
C -2.873 2.016 -2.385
Cl -3.699 2.039 -3.884
C -0.990 -3.440 -0.118
As -1.204 -2.388 1.476
C -1.570 -3.659 2.877
C -2.790 -1.301 1.386
S 0.587 -1.427 2.137
H -1.949 -3.891 -0.375
H -0.262 -4.220 0.102
H -0.646 -2.805 -0.928
H -2.436 -4.265 2.612
H -1.766 -3.119 3.803
H -0.699 -4.298 3.012
H -3.646 -1.970 1.302
H -2.760 -0.628 0.533
H -2.860 -0.732 2.313
C 3.825 0.690 4.875
C 4.050 1.629 3.687
C 3.223 1.261 2.557
N 2.589 0.939 1.661
H 4.614 0.848 5.606
H 3.850 -0.353 4.563
H 2.868 0.888 5.351
H 5.087 1.608 3.345
H 3.812 2.664 3.938
*
```


# 4
Below is a molecular structure, C18H17Br2KN3O7 in a non-equilibrium geometry, with properties calculated with wB97M-V/def2-TZVPD.

total energy = -7135.1795 hartree
E_HOMO = -0.186 Ha
lowest unoccupied orbital energy = 2.4910 eV
energy above the lowest of the compared OMol25 structures with the same formula, charge and spin = 19.28 kcal per mole

```
! wB97M-V def2-TZVPD RIJCOSX def2/J DEFGRID3
* xyz -1 1
K 0.396 0.933 -0.285
O 1.801 -1.894 2.844
C 0.727 -2.690 3.053
C 0.912 -3.852 3.796
C -0.157 -4.699 4.032
C -1.418 -4.399 3.527
C -1.591 -3.248 2.772
C -0.536 -2.375 2.518
C -0.695 -1.154 1.643
O 0.266 -0.303 1.651
N -1.833 -1.104 0.965
N -1.847 -0.161 -0.036
C -2.977 0.231 -0.459
C -3.030 1.223 -1.574
C -4.254 1.626 -2.095
C -4.273 2.584 -3.098
C -3.078 3.119 -3.543
C -1.896 2.664 -2.969
N -1.868 1.729 -2.017
H 1.387 -1.062 2.415
H 1.901 -4.068 4.182
H -0.004 -5.601 4.615
H -2.255 -5.061 3.713
H -2.554 -3.000 2.343
H -3.909 -0.110 -0.009
H -5.172 1.194 -1.711
H -5.215 2.915 -3.519
H -3.048 3.881 -4.311
H -0.932 3.070 -3.274
O 3.354 -1.643 0.564
C 2.520 -1.542 -0.482
O 1.417 -2.026 -0.522
C 3.087 -0.686 -1.612
O 2.444 0.565 -1.506
C 2.402 1.343 -2.706
C 1.626 2.659 -2.491
O 1.557 3.391 -3.491
O 1.131 2.836 -1.343
H 2.834 -1.999 1.323
H 2.846 -1.172 -2.560
H 4.169 -0.581 -1.512
H 1.900 0.780 -3.500
H 3.411 1.593 -3.046
Br 0.562 3.272 2.556
C 2.130 3.363 1.418
Br 3.305 1.850 1.689
H 2.666 4.266 1.669
H 1.789 3.344 0.382
*
```


# 5
Below is a molecular structure, C18H17ClIN2NaO3Sb, with properties calculated with wB97M-V/def2-TZVPD.

total energy = -2191.9402 hartree
E_HOMO = -0.163 Ha
lowest unoccupied orbital energy = 2.2816 eV
energy above the lowest of the compared OMol25 structures with the same formula, charge and spin = 4.65 kcal per mole

```
! wB97M-V def2-TZVPD RIJCOSX def2/J DEFGRID3
* xyz -1 1
Na 0.245 -0.269 -0.224
Cl -6.529 1.984 -0.419
C -4.897 1.456 -0.805
C -4.623 0.914 -2.020
C -3.326 0.486 -2.375
I -3.042 -0.294 -4.268
C -2.221 0.597 -1.506
O -1.039 0.249 -1.757
C -2.558 1.195 -0.185
N -1.516 1.308 0.705
C -1.741 1.798 1.898
C -3.013 2.242 2.313
C -4.059 2.144 1.450
C -3.860 1.607 0.156
H -5.424 0.809 -2.739
H -0.896 1.839 2.582
H -3.147 2.649 3.307
H -5.048 2.466 1.746
O 1.188 -0.389 3.243
C 1.132 -0.936 2.130
O 1.772 -0.690 1.077
C 0.095 -2.081 2.029
C -0.143 -2.896 3.132
C -1.059 -3.920 3.015
C -1.756 -4.082 1.825
C -1.491 -3.205 0.792
N -0.574 -2.235 0.876
H 0.389 -2.685 4.050
H -1.246 -4.583 3.852
H -2.494 -4.864 1.698
H -2.035 -3.273 -0.143
C 1.505 4.310 -0.037
Sb 1.187 2.502 -1.140
C -0.337 3.334 -2.373
C 2.791 2.877 -2.519
H 1.714 5.120 -0.740
H 2.338 4.193 0.658
H 0.603 4.546 0.532
H 0.008 4.292 -2.767
H -1.248 3.483 -1.788
H -0.564 2.635 -3.180
H 2.777 3.925 -2.830
H 2.672 2.240 -3.398
H 3.750 2.647 -2.050
*
```


| no. | frontier orbital gap (eV) |
| --- | --- |
| 1 | 8.020 |
| 2 | 9.073 |
| 3 | 6.400 |
| 4 | 7.549 |
| 5 | 6.730 |